<a>
The following is a quantum chemistry calculation of a molecular structure, C26H48AsBrN5O4PS3TeV, from the Open Molecules 2025 dataset.

Structure (ORCA input):
```
! RIJCOSX wB97M-V def2-TZVPD def2/J DEFGRID3
* xyz 0 2
V 0.23540 -0.15811 -0.24476
O -1.65705 -0.72257 5.80641
C -1.26532 -0.65521 4.51761
C -0.26801 0.19568 4.06140
C 0.03205 0.20064 2.71878
N -0.57687 -0.57018 1.79203
C -1.46479 -1.42974 2.28475
Br -2.15781 -2.76360 1.13973
C -1.87084 -1.50275 3.60363
H -1.14548 -0.10106 6.33640
H 0.27147 0.85349 4.73070
H 0.79432 0.86359 2.33708
H -2.61162 -2.22064 3.91992
S 2.33541 -1.04615 0.54238
C 3.61842 0.10194 0.93211
C 4.62040 -0.39250 1.78371
C 5.72219 0.35506 2.15084
C 5.85860 1.65880 1.68989
C 4.87284 2.18095 0.87406
C 3.76483 1.42623 0.47825
S 2.67356 2.25518 -0.65406
H 4.50935 -1.40645 2.14715
H 6.47064 -0.07842 2.80270
H 6.70934 2.26438 1.97345
H 4.94144 3.20361 0.52532
N 2.74107 -2.57498 -4.10071
C 2.32542 -1.15094 -4.08573
C 2.16075 -0.73474 -2.62357
N 0.98284 0.08094 -2.34046
H 2.96537 -2.88284 -5.04197
H 1.73992 -3.11200 -3.46195
H 3.59153 -2.68027 -3.55319
H 1.36268 -1.08857 -4.60512
H 3.02438 -0.50492 -4.62249
H 3.03286 -0.21149 -2.23567
H 2.07145 -1.63932 -2.02517
H 0.20448 -0.24655 -2.90588
H 1.14759 1.06544 -2.53435
C -2.49577 -0.49137 -2.03223
C -3.90136 -0.00698 -2.46661
N -4.13886 1.36574 -2.02369
C -3.07632 2.21652 -2.54946
C -1.69732 1.76192 -2.01243
N -1.83799 0.53652 -1.19525
C -2.72527 0.86170 -0.05532
C -4.08120 1.40679 -0.56277
H -1.85890 -0.68024 -2.90042
H -2.53961 -1.41762 -1.46903
H -4.67968 -0.64245 -2.03989
H -4.01041 -0.03982 -3.55286
H -3.28565 3.24709 -2.25677
H -3.11231 2.17221 -3.64021
H -1.22113 2.52007 -1.39128
H -1.01633 1.54566 -2.83988
H -2.20541 1.58047 0.57784
H -2.87282 -0.04745 0.52326
H -4.23449 2.44020 -0.24394
H -4.91090 0.81543 -0.17040
C 2.86873 -5.74417 -1.09146
C 1.46059 -5.55117 -0.57829
O 1.07848 -4.17383 -0.75825
P -0.05304 -3.64342 -1.71221
O -0.12131 -2.18112 -1.57400
Te -1.88366 -5.03286 -2.04824
O 0.98174 -3.80825 -3.28513
C 0.49473 -4.31359 -4.55630
C -0.33454 -3.28289 -5.28049
H 3.18756 -6.77285 -0.91971
H 3.55402 -5.07350 -0.57403
H 2.92037 -5.54401 -2.16222
H 1.39764 -5.73529 0.49313
H 0.74036 -6.19775 -1.08414
H -0.08558 -5.20177 -4.31464
H 1.38683 -4.60647 -5.11036
H -1.18409 -2.98651 -4.66624
H -0.71826 -3.71655 -6.20505
H 0.25457 -2.39885 -5.53674
C -2.74271 4.68919 3.53200
As -1.44852 3.70600 2.41784
C 0.10694 3.96643 3.58237
C -1.06046 5.17212 1.17662
S 0.78587 2.08393 0.20834
H -2.32225 5.63163 3.88389
H -3.03179 4.08256 4.39047
H -3.63874 4.89657 2.94661
H 0.16771 5.00161 3.91870
H 1.00647 3.70800 3.02332
H 0.03351 3.31235 4.45168
H -0.89419 6.10542 1.71568
H -1.89953 5.29884 0.49164
H -0.17556 4.90856 0.59987
*
```

<S²>: 0.76
Kohn-Sham gap (alpha / beta) (eV): 6.040 / 5.484
HOMO level (alpha / beta) (eV): -5.9 / -5.4

***

<b>
The following is a quantum chemistry calculation of a molecular structure, C26H48AsBrN5O4PS3TeV, from the Open Molecules 2025 dataset.

Structure (ORCA input):
```
! RIJCOSX wB97M-V def2-TZVPD def2/J DEFGRID3
* xyz 0 2
V 0.34664 -1.01197 -0.06294
O -3.07862 -2.98685 -4.95140
C -2.28435 -2.51416 -3.96752
C -0.92888 -2.81706 -3.87287
C -0.20995 -2.29704 -2.81894
N -0.75332 -1.49982 -1.89052
C -2.04719 -1.22433 -2.00528
Br -2.73258 -0.09884 -0.65770
C -2.86493 -1.69376 -3.00814
H -2.57427 -3.56869 -5.53059
H -0.44866 -3.46665 -4.59382
H 0.83554 -2.53753 -2.67159
H -3.91451 -1.44599 -3.04838
S -0.99324 -2.33499 1.38161
C 0.08440 -3.65206 1.86273
C -0.34395 -4.56471 2.83108
C 0.45099 -5.62510 3.23107
C 1.70548 -5.79424 2.65594
C 2.14153 -4.89809 1.69506
C 1.35211 -3.82092 1.28604
S 1.98733 -2.70652 0.06400
H -1.32947 -4.42783 3.26251
H 0.09302 -6.31818 3.98257
H 2.33942 -6.62046 2.95358
H 3.11720 -5.02044 1.23864
N 3.90655 2.82219 1.52693
C 3.11787 1.71293 2.07490
C 1.91919 1.48443 1.17069
N 1.14709 0.27980 1.48836
H 4.75931 2.95619 2.05593
H 3.38163 3.68751 1.59338
H 4.02076 2.39430 -0.96680
H 2.79233 1.87288 3.11010
H 3.74500 0.81651 2.06192
H 2.27870 1.41498 0.14919
H 1.23610 2.33582 1.21910
H 0.40483 0.49998 2.15471
H 1.74124 -0.44880 1.88470
C -2.06395 3.51612 -1.47882
C -1.99626 4.65932 -2.52951
N -0.79459 4.51940 -3.35717
C -0.82503 3.21672 -4.02704
C -0.89677 2.07522 -2.97628
N -0.90303 2.63850 -1.62628
C 0.30875 3.43164 -1.43142
C 0.38307 4.56656 -2.48752
H -2.96444 2.91137 -1.60857
H -2.07201 3.90079 -0.45675
H -1.96275 5.64027 -2.05029
H -2.86678 4.64580 -3.18906
H 0.07446 3.13445 -4.64235
H -1.68700 3.19767 -4.69808
H -0.04772 1.39267 -3.05779
H -1.80943 1.48646 -3.10060
H 1.16498 2.76059 -1.50470
H 0.28523 3.83719 -0.41621
H 1.27405 4.46464 -3.11245
H 0.42063 5.55147 -2.01622
C 2.81712 -1.74519 -5.55508
C 2.99122 -0.30781 -5.12015
O 2.16415 -0.04290 -3.96856
P 2.78192 0.10350 -2.51493
O 1.69697 0.08344 -1.52243
Te 4.03890 2.20721 -2.62003
O 3.79475 -1.10213 -2.43729
C 5.12181 -1.08911 -1.85855
C 5.10870 -0.79391 -0.37652
H 3.41012 -1.93684 -6.45012
H 1.76921 -1.94486 -5.77985
H 3.14250 -2.42170 -4.76525
H 2.66410 0.38794 -5.89172
H 4.03910 -0.09679 -4.88988
H 5.72330 -0.36088 -2.40644
H 5.50709 -2.08609 -2.06030
H 4.76439 0.22665 -0.18740
H 6.12233 -0.88407 0.01726
H 4.45039 -1.48967 0.14260
C -3.77460 -0.59066 3.07943
As -2.42594 0.47635 3.93938
C -1.19668 -0.75605 4.75964
C -3.34412 1.30834 5.42008
S -1.53069 1.90985 2.71310
H -4.33357 -1.15325 3.82679
H -3.27520 -1.27488 2.39432
H -4.43939 0.07678 2.53386
H -1.72225 -1.36689 5.49333
H -0.40737 -0.18420 5.24420
H -0.78895 -1.38878 3.97066
H -3.77937 0.54740 6.06739
H -4.12514 1.95486 5.02488
H -2.62981 1.91126 5.97689
*
```

<S²>: 1.11
Kohn-Sham gap (alpha / beta) (eV): 5.809 / 5.497
HOMO level (alpha / beta) (eV): -5.7 / -5.4

***

The energetic minimum among the shown structures is <b>; the next structure lies 0.0448 hartree above.